C30H39BN13PTeYb as an isolated structure at a distorted geometry. Source: OMol25; level of theory: ωB97M-V/def2-TZVPD.

Summary:
- DFT total energy: -3671.19164 a.u.
- Energy relative to the best compared isomer or geometry (same formula, charge and spin): 278.9 kJ/mol
- Total charge: +1
- Spin multiplicity: 2
- Lowest unoccupied orbital energy (alpha / beta): -2.673 / -3.571 eV

Last column: Löwdin spin population.
CARTESIAN COORDINATES (ANGSTROEM)
Yb 0.49 -0.17 1.70  0.00
C 2.27 -4.42 1.79  0.00
C 1.24 -3.51 2.14  0.00
N 1.54 -2.30 1.69  0.00
N 2.57 -2.46 0.81  0.00
C 3.00 -3.71 0.86  0.00
B 3.02 -1.55 -0.40  0.00
N 1.75 -1.36 -1.32  0.00
C 1.63 -1.56 -2.70  0.00
C 0.34 -1.25 -3.08  0.00
C -0.32 -0.88 -1.87  0.00
N 0.53 -0.80 -0.87  0.00
N 3.39 -0.15 0.26  0.00
C 4.66 0.32 0.40  0.00
C 4.63 1.47 1.17  0.00
C 3.27 1.63 1.49  0.02
N 2.55 0.61 1.01  0.01
H 2.42 -5.43 2.08  0.00
H 0.39 -3.72 2.82  0.00
H 3.94 -4.00 0.34  0.00
H 4.00 -1.95 -1.06  0.00
H 2.42 -2.03 -3.26  0.00
H -0.06 -1.18 -4.09  0.00
H -1.33 -0.51 -1.80  0.00
H 5.51 -0.20 -0.01  0.00
H 5.42 2.15 1.51  0.00
H 2.86 2.40 2.16  0.00
N -2.64 3.15 1.80  0.00
C -3.19 2.74 0.58  0.00
C -2.31 1.72 0.17  0.00
N -1.33 1.50 1.11  0.00
C -1.59 2.32 2.09  0.00
C -0.79 2.40 3.31  0.00
N 0.25 1.57 3.52  0.00
C 0.75 1.86 4.81  0.00
C -0.07 2.78 5.35  0.00
N -1.06 3.14 4.41  0.00
H -3.08 3.74 2.50  0.00
H -3.93 3.30 0.07  0.00
H -2.40 1.10 -0.76  0.00
H 1.58 1.41 5.26  0.00
H -0.04 3.37 6.30  0.00
H -1.64 3.94 4.44  0.00
C 3.73 5.14 -6.65  0.01
C 3.49 4.49 -5.35  0.05
C 2.26 3.83 -5.04  -0.01
C 1.88 3.70 -3.72  0.03
C 0.54 3.10 -3.38  0.00
C 2.75 4.04 -2.67  0.05
Te 1.95 4.52 -0.69  0.78
C 4.10 4.38 -2.96  0.04
C 5.19 4.37 -1.92  0.00
C 4.42 4.70 -4.30  -0.01
H 3.43 6.17 -6.59  0.00
H 3.22 4.71 -7.53  0.00
H 4.79 5.08 -6.81  0.00
H 1.62 3.36 -5.77  0.00
H 0.19 2.55 -4.25  0.00
H -0.19 3.89 -3.12  0.00
H 0.57 2.46 -2.51  0.00
H 4.84 4.42 -0.90  0.00
H 5.85 5.24 -2.15  0.00
H 5.86 3.53 -2.08  0.00
H 5.42 5.08 -4.58  0.00
C -4.66 -5.60 2.66  0.00
N -4.25 -5.61 1.32  0.00
C -5.38 -5.31 0.39  0.00
N -6.02 -4.06 0.70  0.00
C -6.41 -4.02 2.07  0.00
N -5.31 -4.30 3.01  0.00
C -4.34 -3.21 3.08  0.00
P -3.53 -2.89 1.36  0.00
C -3.13 -4.70 1.12  0.00
C -5.15 -2.88 0.47  0.00
H -3.85 -5.68 3.38  0.00
H -5.42 -6.39 2.89  0.00
H -6.14 -6.10 0.43  0.00
H -4.88 -5.34 -0.60  0.00
H -7.22 -4.74 2.26  0.00
H -6.94 -3.06 2.23  0.00
H -3.58 -3.51 3.81  0.00
H -4.78 -2.32 3.46  0.00
H -2.31 -4.80 1.85  0.00
H -2.62 -4.88 0.13  0.00
H -4.92 -2.83 -0.57  0.00
H -5.73 -2.00 0.75  0.00

=====

C30H39Cl2N2O7PdSi as an isolated structure at a distorted geometry. Source: OMol25; level of theory: ωB97M-V/def2-TZVPD.

Summary:
- DFT total energy: -3140.82999 a.u.
- Total charge: -1
- Spin multiplicity: 3
- Lowest unoccupied orbital energy (alpha / beta): 1.601 / 1.599 eV

Last column: Löwdin spin population.
CARTESIAN COORDINATES (ANGSTROEM)
Pd 0.35 -1.99 -1.12  1.47
Cl 6.11 -2.59 3.33  0.00
C 4.96 -2.43 2.02  0.00
C 5.42 -2.08 0.74  0.00
C 4.51 -1.94 -0.27  0.00
C 3.10 -2.11 -0.09  0.00
O 2.38 -1.91 -1.12  0.07
C 2.66 -2.48 1.23  0.00
C 1.32 -2.71 1.67  0.01
N 0.25 -2.54 0.98  0.11
C -1.05 -2.83 1.32  0.01
C -1.49 -3.29 2.55  0.00
C -2.83 -3.58 2.78  0.00
C -3.78 -3.41 1.80  0.00
C -3.40 -2.92 0.54  0.00
C -4.31 -2.65 -0.50  -0.01
C -3.85 -2.16 -1.70  0.00
C -2.48 -1.96 -1.88  0.00
N -1.61 -2.19 -0.92  0.07
C -2.03 -2.64 0.29  0.01
C 3.64 -2.63 2.25  0.00
H 6.48 -1.94 0.55  0.00
H 4.83 -1.67 -1.27  0.00
H 1.23 -3.08 2.70  0.01
H -0.77 -3.43 3.35  0.00
H -3.14 -3.93 3.76  0.00
H -4.82 -3.65 1.99  0.00
H -5.37 -2.82 -0.35  0.00
H -4.54 -1.92 -2.50  0.00
H -2.05 -1.62 -2.81  0.00
H 3.31 -2.90 3.25  0.00
C 0.23 2.73 -3.34  0.00
C -0.81 3.34 -2.40  0.00
C -2.15 3.49 -3.11  0.00
C -0.32 4.71 -1.91  0.00
O -1.05 2.52 -1.27  0.00
Si -0.05 1.47 -0.46  0.01
O 0.11 0.13 -1.28  0.09
O 1.37 2.30 -0.34  0.00
C 2.33 2.51 0.69  0.00
C 3.68 2.71 0.01  0.00
C 1.94 3.76 1.47  0.00
C 2.42 1.31 1.63  0.00
O -0.73 1.36 1.05  0.00
C -1.95 1.86 1.58  0.00
C -1.89 3.39 1.69  0.00
C -2.09 1.28 2.98  0.00
C -3.13 1.46 0.70  0.00
H 0.35 3.34 -4.23  0.00
H -0.09 1.72 -3.62  0.00
H 1.18 2.64 -2.82  0.00
H -2.06 4.15 -3.97  0.00
H -2.89 3.89 -2.42  0.00
H -2.48 2.50 -3.45  0.00
H -0.06 5.37 -2.74  0.00
H 0.57 4.56 -1.29  0.00
H -1.09 5.19 -1.30  0.00
H 3.64 3.56 -0.67  0.00
H 3.93 1.81 -0.57  0.00
H 4.46 2.87 0.75  0.00
H 1.94 4.63 0.81  0.00
H 2.63 3.95 2.30  0.00
H 0.93 3.63 1.87  0.00
H 2.66 0.42 1.05  0.00
H 1.47 1.14 2.14  0.00
H 3.21 1.46 2.37  0.00
H -1.13 3.70 2.41  0.00
H -2.86 3.79 2.00  0.00
H -1.63 3.80 0.71  0.00
H -1.24 1.56 3.60  0.00
H -2.13 0.19 2.93  0.00
H -3.01 1.64 3.45  0.00
H -3.02 1.93 -0.28  0.00
H -4.08 1.76 1.15  0.00
H -3.13 0.38 0.56  0.00
Cl 2.01 -6.36 -3.14  0.00
C 0.35 -5.70 -3.26  0.01
C 0.31 -4.29 -2.67  0.01
O 0.10 -3.34 -3.45  0.02
O 0.47 -4.21 -1.42  0.09
H -0.29 -6.37 -2.68  0.00
H 0.07 -5.70 -4.31  0.00

=====

C30H40AlBCl4I2NO4Si3 as an isolated structure. Source: OMol25; level of theory: ωB97M-V/def2-TZVPD.

Summary:
- DFT total energy: -5095.28089 a.u.
- Energy relative to the best compared isomer or geometry (same formula, charge and spin): 81.6 kJ/mol
- Total charge: -1
- Lowest unoccupied orbital energy: 1.772 eV

Last column: Mulliken charge in e.
CARTESIAN COORDINATES (ANGSTROEM)
Al 0.12 0.00 -0.15  -2.20
C 0.58 3.10 3.74  -1.08
Si 1.17 1.85 2.45  0.77
C 1.37 0.25 3.39  -0.71
C 2.88 2.43 1.96  -0.73
C 0.03 1.76 0.97  2.31
Si 0.31 3.23 -0.15  1.23
C 0.50 4.88 0.74  -1.35
C -1.12 3.57 -1.33  -1.23
C 1.90 3.06 -1.16  -1.16
Si -1.72 1.73 1.55  0.14
C -2.61 3.37 1.80  -1.34
C -2.14 0.76 3.09  -0.58
C -2.68 0.81 0.18  0.37
C -4.06 0.82 0.00  -0.90
C -4.63 0.04 -0.99  -0.35
C -3.81 -0.75 -1.79  -1.32
C -2.45 -0.71 -1.57  -0.18
N -1.91 0.04 -0.61  1.38
H 1.33 3.15 4.54  0.40
H -0.37 2.83 4.19  0.23
H 0.48 4.11 3.32  0.29
H 2.08 0.41 4.20  0.55
H 1.76 -0.55 2.75  -0.03
H 0.42 -0.10 3.81  0.25
H 3.61 2.12 2.72  0.39
H 2.93 3.51 1.87  0.20
H 3.20 1.99 1.01  -0.03
H -0.35 5.11 1.38  0.31
H 0.56 5.67 -0.02  0.37
H 1.41 4.94 1.34  0.32
H -1.71 4.43 -0.97  0.41
H -1.80 2.73 -1.47  0.13
H -0.73 3.83 -2.32  0.38
H 2.69 3.66 -0.70  0.47
H 1.75 3.41 -2.18  0.57
H 2.27 2.03 -1.21  0.04
H -2.04 4.00 2.49  0.34
H -3.58 3.19 2.26  0.42
H -2.76 3.93 0.88  0.32
H -1.80 1.26 4.00  0.32
H -1.70 -0.24 3.05  -0.41
H -3.23 0.66 3.14  0.38
H -4.68 1.44 0.63  0.43
H -5.70 0.03 -1.14  0.41
H -4.22 -1.38 -2.57  0.45
H -1.76 -1.29 -2.17  0.57
Cl -1.05 -5.87 3.03  -0.23
C -0.48 -4.73 1.85  0.26
C 0.15 -5.18 0.70  0.44
Cl 0.36 -6.88 0.41  -0.23
C 0.61 -4.25 -0.24  0.11
Cl 1.42 -4.74 -1.68  -0.22
C 0.43 -2.90 -0.02  -0.42
O 0.85 -1.94 -0.86  -1.12
C -0.21 -2.43 1.14  -0.67
O -0.33 -1.13 1.24  1.42
C -0.65 -3.36 2.08  0.16
Cl -1.44 -2.78 3.50  -0.23
C 0.32 4.67 -7.13  -1.62
C 0.38 3.20 -7.59  2.25
C 1.35 3.11 -8.76  -2.15
C -1.01 2.78 -8.08  -1.68
C 0.81 2.33 -6.40  0.63
C 2.07 1.73 -6.34  -0.16
C 2.49 0.98 -5.23  -2.22
C 1.61 0.86 -4.19  0.51
O 1.76 0.23 -2.99  -0.65
B 0.59 0.47 -2.23  -0.66
O -0.30 1.20 -3.07  -0.44
C 0.36 1.45 -4.24  0.20
C -0.06 2.18 -5.32  -0.83
H 0.01 5.32 -7.95  0.43
H 1.30 5.00 -6.77  0.36
H -0.39 4.79 -6.30  0.34
H 0.98 3.72 -9.59  0.43
H 1.46 2.08 -9.11  0.44
H 2.35 3.48 -8.50  0.40
H -1.30 3.38 -8.95  0.46
H -1.77 2.91 -7.32  0.32
H -1.01 1.73 -8.38  0.37
H 2.75 1.83 -7.17  0.39
H 3.47 0.52 -5.19  0.52
H -1.04 2.64 -5.30  0.46
I 2.94 -1.13 -0.09  0.50
I 5.43 -0.18 0.83  -0.39

=====

C30H40F2N6O7S as an isolated structure at a distorted geometry. Source: OMol25; level of theory: ωB97M-V/def2-TZVPD.

Summary:
- DFT total energy: -2620.28976 a.u.
- Energy relative to the best compared isomer or geometry (same formula, charge and spin): 23.7 kJ/mol
- Lowest unoccupied orbital energy: -0.586 eV

Last column: Mulliken charge in e.
CARTESIAN COORDINATES (ANGSTROEM)
C -0.13 0.92 5.91  -1.52
C -0.03 -0.24 4.95  0.83
O 0.35 -1.44 5.59  -0.43
C -0.57 -2.49 5.53  -0.16
C -0.24 -3.57 4.49  -1.62
C -0.05 -3.00 3.10  0.31
C -1.01 -2.91 2.12  1.27
C -2.41 -3.44 2.37  -2.62
C -3.26 -2.44 3.22  1.52
C -4.61 -2.07 2.59  -1.15
C -4.94 -0.55 2.50  -1.14
N -4.26 0.40 3.38  -0.23
C -4.62 0.44 4.77  0.45
N -4.61 1.55 5.39  -0.74
N -4.97 -0.72 5.50  -0.60
C -0.69 -2.29 0.84  0.04
C -1.78 -2.18 -0.20  -1.84
N -2.42 -0.85 -0.10  -0.40
C 0.56 -1.77 0.59  0.52
C 0.95 -1.05 -0.67  -1.13
C 0.94 0.48 -0.40  -0.56
C 1.10 1.29 -1.65  0.38
C 0.05 2.09 -2.08  -0.46
C 0.14 2.85 -3.24  -0.89
C 1.31 2.82 -3.99  -0.39
C 2.37 2.04 -3.54  -0.37
C 2.28 1.28 -2.39  -0.73
C 1.57 -1.90 1.58  0.87
N 2.84 -1.49 1.50  -0.73
S 3.53 -1.89 2.88  0.07
N 2.30 -2.58 3.64  -0.58
C 1.26 -2.51 2.81  0.84
H 0.74 0.92 6.56  0.36
H -1.06 0.93 6.47  0.33
H -0.10 1.84 5.32  0.39
H -0.96 -0.36 4.38  -0.40
H 0.73 0.00 4.20  0.17
H -1.59 -2.13 5.41  -0.08
H -0.54 -2.99 6.51  0.43
H -1.09 -4.25 4.47  0.40
H 0.65 -4.11 4.78  0.52
H -2.92 -3.67 1.45  0.77
H -2.30 -4.37 2.91  0.66
H -3.44 -2.92 4.17  0.67
H -2.63 -1.58 3.39  -1.21
H -4.67 -2.49 1.59  0.46
H -5.39 -2.56 3.17  0.47
H -6.01 -0.39 2.59  0.44
H -4.69 -0.24 1.49  0.29
H -3.27 0.42 3.23  0.28
H -4.36 2.27 4.72  0.29
H -5.67 -1.27 5.04  0.32
H -4.17 -1.28 5.74  0.31
H -2.51 -2.97 -0.07  0.39
H -1.36 -2.32 -1.19  0.54
H -2.23 -0.47 0.82  0.08
H -3.42 -0.91 -0.22  0.38
H 1.97 -1.32 -0.95  0.57
H 0.27 -1.24 -1.49  0.33
H 1.71 0.72 0.34  0.44
H 0.00 0.71 0.08  0.32
H -0.86 2.10 -1.51  0.39
H -0.70 3.45 -3.55  0.41
H 1.39 3.41 -4.88  0.59
H 3.29 2.02 -4.12  0.41
H 3.10 0.67 -2.05  0.42
C 7.08 3.64 -4.72  -0.43
C 6.26 4.82 -4.24  0.28
O 5.20 4.86 -5.18  -0.29
C 5.03 3.60 -5.66  0.72
O 4.08 3.23 -6.26  -0.50
O 6.08 2.81 -5.32  -0.32
F 6.95 5.98 -4.29  -0.28
H 7.80 3.95 -5.48  0.29
H 7.59 3.11 -3.92  0.27
H 5.84 4.70 -3.24  0.27
C 1.71 1.27 -7.29  -0.09
C 0.36 0.66 -7.01  0.42
O -0.26 0.70 -8.29  -0.32
C 0.73 0.65 -9.23  0.58
O 0.56 0.43 -10.37  -0.50
O 1.93 0.90 -8.65  -0.35
F -0.36 1.40 -6.13  -0.26
H 1.68 2.36 -7.21  0.13
H 2.49 0.89 -6.64  0.16
H 0.39 -0.38 -6.66  0.25

=====

A 9-piece molecular cluster, C30H40F4O28 overall at a distorted geometry. Source: OMol25; level of theory: ωB97M-V/def2-TZVPD.

Summary:
- Structure (SMILES): C[C@H](F)OC(=O)OC[C@H](O)C(F)(F)F.O=C1OCCO1.O=C1OCCO1.O=C1OCCO1.O=C1OCCO1.O=C1OCCO1.O=C1OCCO1.O=C1OCCO1.O=C1OCCO1
- DFT total energy: -3673.46062 a.u.
- Lowest unoccupied orbital energy: -0.035 eV

Last column: Mulliken charge in e.
CARTESIAN COORDINATES (ANGSTROEM)
C 1.35 1.85 -2.95  -1.05
C 1.79 2.98 -3.79  0.60
F 3.05 2.74 -4.19  -0.36
O 1.86 4.23 -3.14  -0.39
C 0.87 4.48 -2.26  0.61
O 1.07 4.72 -1.12  -0.53
O -0.30 4.47 -2.87  -0.28
C -1.41 4.18 -2.00  -1.24
C -2.32 3.11 -2.56  0.58
O -1.97 1.89 -1.97  -0.35
C -2.25 2.94 -4.05  0.23
F -2.49 4.08 -4.69  -0.32
F -3.22 2.08 -4.43  -0.28
F -1.12 2.42 -4.49  -0.13
H 1.88 1.88 -2.02  0.41
H 1.61 0.97 -3.48  0.34
H 0.29 1.83 -2.82  0.11
H 1.21 3.08 -4.68  0.29
H -1.10 3.83 -1.05  0.44
H -1.98 5.07 -1.93  0.63
H -3.32 3.36 -2.30  0.79
H -2.75 1.49 -1.60  0.07
C -6.65 -0.62 -1.07  -0.39
C -5.91 0.07 -2.21  -0.37
O -4.71 0.51 -1.55  -0.24
C -4.50 -0.28 -0.47  0.52
O -3.50 -0.28 0.17  -0.47
O -5.58 -1.06 -0.23  -0.36
H -7.25 -1.46 -1.40  0.32
H -7.28 0.07 -0.51  0.26
H -5.64 -0.61 -3.01  0.28
H -6.45 0.92 -2.62  0.33
C -2.55 4.15 2.32  -0.24
C -3.83 4.75 2.86  -0.16
O -4.49 5.17 1.65  -0.40
C -4.02 4.44 0.63  0.63
O -4.49 4.45 -0.47  -0.54
O -2.95 3.71 1.00  -0.20
H -2.18 3.31 2.91  0.21
H -1.75 4.88 2.21  0.28
H -4.45 4.01 3.36  0.13
H -3.67 5.59 3.52  0.32
C -0.18 -3.32 -4.48  -0.35
C -0.26 -1.82 -4.65  -0.20
O 1.00 -1.38 -4.12  -0.17
C 1.88 -2.41 -4.21  0.55
O 3.04 -2.32 -4.02  -0.51
O 1.24 -3.55 -4.56  -0.37
H -0.70 -3.87 -5.26  0.32
H -0.53 -3.66 -3.51  0.26
H -0.33 -1.51 -5.69  0.25
H -1.08 -1.37 -4.09  0.20
C -3.28 -0.25 5.87  -0.10
C -2.32 0.92 5.80  -0.30
O -2.83 1.64 4.66  -0.25
C -4.14 1.33 4.51  0.65
O -4.88 1.90 3.78  -0.55
O -4.48 0.30 5.31  -0.38
H -3.45 -0.59 6.89  0.33
H -2.94 -1.09 5.27  0.07
H -2.38 1.57 6.68  0.27
H -1.29 0.62 5.64  0.22
C 5.26 2.17 -7.19  -0.28
C 4.34 3.35 -7.45  -0.02
O 4.10 3.23 -8.86  -0.35
C 4.31 1.94 -9.23  0.64
O 4.03 1.49 -10.28  -0.52
O 4.87 1.25 -8.21  -0.34
H 5.13 1.74 -6.20  0.26
H 6.31 2.43 -7.33  0.26
H 3.39 3.26 -6.92  0.03
H 4.79 4.31 -7.22  0.32
C 0.68 -1.70 2.79  -0.40
C 1.18 -1.68 4.22  0.05
O -0.02 -1.98 4.96  -0.38
C -0.87 -2.64 4.13  0.72
O -1.87 -3.17 4.49  -0.62
O -0.43 -2.62 2.86  -0.38
H 1.43 -2.06 2.09  0.33
H 0.31 -0.73 2.45  0.36
H 1.92 -2.46 4.42  -0.02
H 1.59 -0.72 4.52  0.32
C 0.61 -6.77 3.82  -0.34
C 0.58 -6.15 2.43  -0.33
O 1.43 -5.01 2.60  -0.27
C 2.26 -5.24 3.64  0.63
O 3.18 -4.55 3.92  -0.52
O 1.90 -6.35 4.30  -0.33
H 0.54 -7.86 3.80  0.32
H -0.16 -6.37 4.47  0.26
H 1.02 -6.80 1.67  0.29
H -0.41 -5.85 2.12  0.30
C 7.18 -4.13 5.03  -0.29
C 5.82 -3.55 5.36  -0.05
O 6.05 -2.97 6.66  -0.33
C 7.38 -2.71 6.78  0.64
O 7.86 -2.09 7.67  -0.52
O 8.07 -3.27 5.76  -0.34
H 7.41 -4.10 3.97  0.29
H 7.30 -5.15 5.39  0.28
H 5.52 -2.75 4.67  0.15
H 5.04 -4.29 5.40  0.17

=====

- Among the records above, which one has the lowest DFT total energy?
  C30H40AlBCl4I2NO4Si3